ORCA calculation (the ωB97M-V functional and the def2-TZVPD basis) on one molecule with the formula C3H5N3OS at a distorted geometry.

```
13
Properties=species:S:1:pos:R:3:forces:R:3:nbo_charge:R:1
O -1.20333 -0.19432 1.75203 1.118 2.034 -0.520 -0.568
N 0.11791 -0.48162 1.27955 -1.479 0.015 0.490 -0.123
C 0.65020 -1.80731 1.37093 0.301 0.605 1.801 -0.065
C 1.15445 -2.00417 0.14357 3.243 0.887 0.119 -0.105
N 1.23250 -0.72323 -0.51246 -1.861 -2.602 -7.312 -0.568
C 0.32993 0.09482 0.02785 -4.227 1.891 3.744 0.565
N -0.57119 1.17453 -0.14047 3.482 -3.287 -0.060 -0.817
S -0.74059 1.66922 -1.71404 2.993 2.113 -1.230 0.167
H -1.32591 0.77592 1.16730 0.392 -2.550 1.024 0.511
H 0.94940 -2.27220 2.42978 -1.446 0.795 -2.850 0.265
H 1.98266 -2.55956 -0.32771 -0.828 -0.788 1.086 0.226
H 0.96859 -1.05180 -1.63764 1.251 2.380 3.599 0.426
H 0.63932 2.46691 -1.86366 -2.939 -1.492 0.107 0.087
```
Forces are in eV/Å.

Calculated values
- SMILES string = On1cc[nH]/c1=N\S
- largest force on an atom (eV/Å) = 7.98
- highest occupied orbital energy (eV) = -8.3879
- frontier orbital gap (eV) = 8.627
- charge = 0


ORCA calculation (the ωB97M-V functional and the def2-TZVPD basis) on one molecule with the formula C7H12O2 at a distorted geometry.

```
21
Properties=species:S:1:pos:R:3:forces:R:3:nbo_charge:R:1
C 0.83908 0.34988 -0.63482 0.588 0.325 -0.804 0.303
C 1.27561 1.66395 -0.10282 -0.051 -0.070 -0.070 -0.682
C -1.64182 0.75624 -0.36472 0.197 -0.146 0.221 -0.590
C -0.47406 -0.22088 -0.42901 0.391 -0.924 2.196 -0.215
C -0.85993 -1.55056 -0.85640 -0.387 -0.223 -1.156 0.138
C 0.00852 -0.82710 1.02224 -1.021 1.362 0.243 -0.126
C -0.39268 -0.32738 2.20503 0.147 -0.334 -0.319 -0.547
O 1.72591 -0.38120 -1.41478 0.190 0.039 -0.034 -0.718
O -0.03231 -2.44667 -1.44122 0.163 -0.073 0.066 -0.677
H 2.63731 -0.19230 -1.15014 -0.208 -0.006 -0.022 0.486
H 0.81013 -2.00458 -1.64078 -0.124 -0.002 -0.001 0.503
H -1.86233 -1.90765 -0.67305 0.079 0.020 -0.005 0.184
H 0.70450 -1.65398 0.97492 -0.002 0.034 -0.292 0.214
H 0.88624 1.81612 0.91022 0.029 -0.003 -0.053 0.235
H 0.95388 2.50749 -0.72790 0.007 -0.009 0.068 0.219
H 2.36930 1.70889 -0.04657 -0.067 -0.016 0.032 0.209
H -1.82275 1.16495 -1.35908 -0.006 -0.040 0.005 0.225
H -1.43833 1.57942 0.31625 0.059 0.074 -0.010 0.214
H -2.54568 0.26012 -0.01112 0.036 -0.045 -0.046 0.222
H -1.08800 0.49352 2.30188 -0.069 0.031 -0.075 0.193
H -0.05261 -0.78829 3.12187 0.048 0.007 0.056 0.207
```
Forces are in eV/Å.

Calculated values
- largest force on an atom (eV/Å) = 2.41
- highest occupied orbital energy (alpha / beta) (eV) = -5.9242 / -6.2019
- frontier orbital gap (alpha / beta) (eV) = 6.529 / 6.840
- charge = 0


Respective energy above the lowest of the compared OMol25 structures with the same formula, charge and spin values: 151.2, 103.0 kcal/mol.